The following is a DFT calculation (the ωB97M-V functional and the def2-TZVPD basis) of a structure of composition C9H8N2S4SbTa at a distorted geometry.

Values from the calculation:
Total charge: +2
LUMO level in eV: -9.03
E_tot in a.u.: -2346.74004
2S+1: 1

Element x y z (Å)
Ta (-0.22, 0.26, -0.06)
Sb (-2.81, 2.78, 0.15)
S (-3.36, 3.16, -1.90)
S (-2.88, 3.10, 2.28)
S (-2.41, 0.03, 0.15)
S (0.00, 2.41, -0.21)
N (2.09, -0.02, 0.11)
N (0.15, 0.05, 2.02)
C (1.47, 0.03, 2.46)
C (-0.56, 0.02, 4.33)
C (4.14, 0.01, 3.27)
C (2.50, 0.01, 1.52)
C (1.79, 0.03, 3.83)
C (0.74, 0.02, 4.77)
C (-0.82, 0.04, 2.96)
C (3.15, 0.02, 4.21)
C (3.81, 0.00, 1.90)
H (4.60, -0.01, 1.16)
H (2.49, 0.79, -0.36)
H (-1.83, 0.05, 2.62)
H (-1.39, 0.01, 5.02)
H (2.52, -0.83, -0.34)
H (3.40, 0.02, 5.27)
H (5.18, 0.01, 3.56)
H (0.97, 0.02, 5.83)